(1)
Entry from the OMol25 dataset: C14H21F8NNbO7SYb as an isolated structure in a non-equilibrium geometry (ωB97M-V/def2-TZVPD).

As for the spin multiplicity: 1. Its HOMO-LUMO gap is 6.066 eV. The calculation puts the HOMO energy at -11.62 eV. The LUMO energy is -0.204 Ha. Its charge is +1.

Last column: natural (NBO) charge in e.
Element x y z (Å)
C 1.7368 2.4554 3.0195  -0.72
C 1.3826 3.2933 1.8413  0.81
O 1.4774 4.4923 1.8630  -0.52
O 0.9132 2.6465 0.7287  -0.56
C -0.5185 2.6741 0.6967  -0.08
C -1.0282 1.9922 -0.5614  -0.87
Nb -1.2856 -0.2541 -0.7082  1.76
N -2.9055 0.0277 -1.9597  -1.13
C -1.6756 -2.4587 -0.4423  -0.90
C -3.0322 -2.9535 -0.9535  0.06
F -2.8915 -3.5154 -2.1920  -0.36
C 0.0485 -0.3253 -2.4850  -0.89
C -0.0188 -1.5566 -3.3486  0.06
F -1.2444 -1.6320 -3.9725  -0.37
C 0.4129 -0.7141 0.8350  0.23
O 0.3535 -0.3191 2.0010  -0.75
C 1.6256 -1.6791 0.5962  0.52
F 1.5292 -2.6044 1.6029  -0.34
F 1.5245 -2.3483 -0.5522  -0.29
C 3.0297 -1.0662 0.7268  0.58
F 3.1342 -0.3253 1.8340  -0.30
F 3.8975 -2.0985 0.8435  -0.30
C 3.5373 -0.2402 -0.4690  0.55
F 3.4604 -0.9560 -1.6029  -0.29
F 2.8311 0.8990 -0.5834  -0.29
C 5.0243 0.1574 -0.2121  0.72
O 5.3092 1.0944 0.4859  -0.50
O 5.9022 -0.6250 -0.8533  -0.66
S -2.8547 0.0029 1.3310  1.66
C -4.1199 1.2286 1.1297  -0.84
O -2.0817 0.4326 2.5767  -1.16
O -3.5657 -1.2450 1.6542  -0.99
H 2.4668 1.6977 2.7902  0.25
H 0.8395 1.9437 3.3476  0.20
H 2.0833 3.0854 3.8176  0.25
H -0.8144 3.7180 0.6750  0.19
H -0.9039 2.2657 1.6277  0.18
H -1.9479 2.5052 -0.8141  0.24
H -0.3289 2.2507 -1.3486  0.27
H -3.0384 -0.7327 -2.6261  0.42
H -2.7917 0.8744 -2.5076  0.40
H -1.6822 -2.6823 0.6246  0.21
H -0.9027 -3.0936 -0.8606  0.26
H -3.3889 -3.7329 -0.2925  0.17
H -3.8024 -2.1986 -0.9629  0.17
H -0.1771 0.5293 -3.1065  0.25
H 1.0779 -0.2050 -2.1644  0.24
H 0.1886 -2.4838 -2.8360  0.17
H 0.7186 -1.4678 -4.1375  0.17
H 6.5756 -0.0652 -1.2435  0.51
H -4.8626 0.8613 0.4474  0.27
H -4.5281 1.4357 2.1062  0.26
H -3.6818 2.1444 0.7688  0.25
Yb -1.0067 -1.1298 3.8251  1.86

Atomic forces in eV per Å
-0.17 -0.31 0.05
0.29 1.52 -0.09
-0.12 -0.61 -0.14
0.07 -0.76 0.24
-0.06 0.78 -0.31
0.22 -0.46 2.07
-1.21 0.46 -6.02
2.29 -0.61 0.90
-0.35 0.69 1.57
0.13 -0.13 0.76
0.02 0.07 -0.74
0.06 -0.21 1.32
0.56 0.25 -0.34
-0.66 -0.18 -0.08
0.51 0.16 -0.61
-0.03 -0.80 0.97
-0.36 0.16 0.82
-0.05 -0.24 0.27
-0.11 0.03 -0.29
0.48 -0.41 -0.61
-0.27 0.12 0.29
0.01 -0.10 0.02
0.91 0.14 0.23
-0.31 0.13 0.03
-0.28 -0.26 -0.07
0.58 0.94 0.64
-0.48 -0.70 -0.71
-0.94 -0.17 -0.35
-0.64 -0.05 1.18
0.45 0.34 0.33
-0.26 -0.07 0.89
0.08 -0.46 0.19
0.29 -0.20 -0.23
-0.33 -0.21 0.07
0.19 0.28 0.23
-0.05 0.38 0.04
-0.12 -0.32 0.07
-0.55 -0.17 -0.20
0.29 -0.28 -0.40
-0.43 -0.09 0.07
-0.39 0.25 0.01
0.08 -0.30 0.22
0.40 0.11 -0.29
-0.11 -0.31 0.19
-0.24 0.34 -0.27
-0.14 0.41 -0.18
0.34 0.06 0.04
-0.17 -0.32 0.31
0.22 -0.02 -0.31
0.73 0.16 0.21
-0.25 -0.26 -0.32
-0.25 -0.18 0.39
0.22 0.28 -0.28
-0.11 1.14 -1.78

---

(2)
Entry from the OMol25 dataset: C14H21IMnN3O5 as an isolated structure (ωB97M-V/def2-TZVPD).

As for the spin multiplicity: 4. Its HOMO-LUMO gap (spin up / spin down) is 7.475 / 6.313 eV. The calculation puts the HOMO energy (spin up / spin down) at -18.22 / -18.19 eV. The LUMO energy (spin up / spin down) is -0.395 / -0.436 Ha. Its charge is +3.

Last column: Löwdin spin population.
Element x y z (Å)
Mn -0.6572 0.7573 0.8524  1.89
C 4.3793 0.6135 1.6616  0.00
O 3.2580 0.6621 0.7214  0.00
C 2.0452 0.7010 1.1152  0.00
O 1.1311 0.7770 0.2420  -0.01
N 1.7042 0.6657 2.4184  0.00
N 0.3205 0.7076 2.6934  -0.02
H 5.2617 0.6904 1.0380  0.00
H 4.3694 -0.3409 2.1852  0.00
H 4.3293 1.4659 2.3372  0.00
H 2.3654 0.5962 3.1796  0.00
H 0.0999 1.5566 3.2157  0.00
H 0.0555 -0.1007 3.2558  0.00
N -0.8707 4.8517 0.5233  0.01
C -1.1795 3.6051 0.2880  0.01
O -0.6563 2.6790 0.9822  0.03
C -2.1808 3.3247 -0.7995  0.00
I -2.1541 1.2672 -1.3360  -0.04
H -0.2242 5.0911 1.2644  0.00
H -1.2818 5.6128 -0.0007  0.00
H -1.9860 3.9128 -1.6939  0.00
H -3.1862 3.5364 -0.4354  0.00
C -1.1716 -7.4943 0.6208  0.01
C -1.4436 -6.0319 0.6532  0.06
C -2.5847 -5.4921 1.1834  0.05
C -2.8294 -4.1004 1.1557  0.22
C -4.1197 -3.6038 1.6734  0.05
C -1.8334 -3.2077 0.6033  0.10
C -0.6835 -3.7078 0.0547  0.07
C 0.3414 -2.8706 -0.6516  0.00
C -0.4996 -5.1221 0.0889  0.36
C -2.1937 -1.7524 0.5009  0.02
O -3.2053 -1.3909 -0.0251  0.02
O -1.3223 -0.8750 1.0585  0.10
H -1.7548 -8.0280 1.3673  0.00
H -0.1123 -7.7063 0.7645  0.00
H -1.4471 -7.8893 -0.3629  0.01
H -3.3339 -6.1340 1.6293  0.00
H -4.5676 -4.3147 2.3639  0.00
H -4.8069 -3.4967 0.8213  0.02
H -4.0541 -2.6171 2.1298  0.01
H -0.0428 -2.5540 -1.6249  0.00
H 1.2517 -3.4368 -0.8348  0.00
H 0.6010 -1.9788 -0.0836  0.00
H 0.4100 -5.5291 -0.3397  0.01

Atomic forces in eV per Å
-0.35 0.72 -0.03
0.03 0.01 0.01
0.05 0.04 -0.02
-0.08 0.03 0.06
-0.14 -0.29 -0.13
0.00 -0.05 -0.06
-0.05 0.07 -0.09
0.00 -0.02 0.00
0.00 0.01 0.00
0.00 0.00 -0.01
0.00 0.02 0.00
0.04 -0.01 0.04
-0.03 -0.03 -0.05
-0.03 -0.01 0.02
0.07 0.00 -0.13
0.00 -0.04 0.19
0.06 -0.01 -0.01
0.11 0.03 0.12
-0.01 0.00 0.01
0.01 0.00 -0.01
0.00 0.00 0.01
-0.01 0.01 -0.01
0.00 -0.02 -0.02
-0.07 0.01 0.04
0.02 -0.03 0.00
-0.02 -0.05 0.04
-0.01 0.00 0.01
-0.01 0.01 0.08
-0.03 0.05 -0.02
0.06 0.01 0.01
0.02 -0.01 -0.03
-0.09 0.20 -0.20
0.11 -0.09 -0.05
0.39 -0.52 0.21
0.00 0.00 0.00
-0.01 0.00 0.02
0.01 0.00 0.00
0.00 0.00 0.00
0.00 0.00 0.00
0.00 0.01 0.00
0.01 -0.01 0.00
0.00 0.01 0.00
0.00 -0.01 -0.01
-0.02 -0.02 -0.02
0.00 0.00 -0.01

---

(3)
Entry from the OMol25 dataset: one molecule with the formula C14H21N3O2 (ωB97M-V/def2-TZVPD).

As for the spin multiplicity: 1. Its HOMO-LUMO gap is 9.691 eV. As for the SMILES: O=C(Cn1cc2c(n1)CCCC2)NC[C@H]1CCCO1. The calculation puts the HOMO energy at -8.86 eV. For the energy above the lowest of the compared OMol25 structures with the same formula, charge and spin, the calculation gives 27.17 kcal/mol. The LUMO energy is 0.030 Ha.

Last column: natural (NBO) charge in e.
Element x y z (Å)
O 2.4427 3.2155 -0.2534  -0.64
C 1.6185 2.3363 -0.1092  0.67
N 1.6612 1.1350 -0.6931  -0.64
C 2.7677 0.6621 -1.4833  -0.24
H 3.5330 1.4412 -1.5011  0.23
H 2.4288 0.4589 -2.5043  0.20
C 3.3318 -0.6360 -0.8824  0.09
C 3.8592 -0.4527 0.5497  -0.43
H 4.9416 -0.3521 0.5715  0.22
C 3.3629 -1.7065 1.2672  -0.43
H 3.2052 -1.5551 2.3322  0.22
C 2.0621 -1.9892 0.5188  -0.08
H 1.7747 -3.0426 0.5290  0.19
O 2.3127 -1.6294 -0.8297  -0.54
H 1.2356 -1.3891 0.9259  0.18
H 4.0644 -2.5290 1.1229  0.20
H 3.4173 0.4398 0.9941  0.21
H 4.1181 -1.0101 -1.5524  0.18
H 0.9521 0.4470 -0.4450  0.44
C 0.4119 2.5355 0.8348  -0.30
N -0.7251 1.7174 0.5371  -0.16
C -1.9619 2.1118 0.1662  -0.02
C -2.7088 0.9710 -0.0316  -0.14
C -1.8221 -0.0852 0.2408  0.16
N -0.6320 0.3818 0.5852  -0.32
C -2.1862 -1.5247 0.1584  -0.44
C -3.4854 -1.6654 -0.6381  -0.39
C -4.5381 -0.6731 -0.1414  -0.39
H -4.6552 -0.7879 0.9387  0.20
C -4.1220 0.7660 -0.4571  -0.42
H -4.2071 0.9449 -1.5342  0.21
H -4.7825 1.4764 0.0460  0.22
H -5.5013 -0.8863 -0.6087  0.21
H -3.2854 -1.4748 -1.6949  0.20
H -3.8620 -2.6856 -0.5459  0.21
H -2.3253 -1.9186 1.1703  0.21
H -1.3766 -2.0921 -0.3051  0.23
H -2.2179 3.1480 0.0754  0.22
H 0.7718 2.3098 1.8466  0.23
H 0.1219 3.5869 0.7999  0.24

Atomic forces in eV per Å
0.25 0.34 0.13
-0.56 -0.05 0.12
-0.05 -0.54 -0.19
0.25 -0.28 -0.07
-0.04 -0.09 -0.07
0.11 0.07 0.04
0.31 0.51 -0.20
-0.10 -0.14 -0.11
0.03 0.06 0.00
-0.12 -0.03 -0.20
0.02 -0.03 0.07
-0.07 -0.14 0.42
-0.01 0.05 0.04
-0.11 0.08 -0.19
0.11 -0.10 -0.03
0.00 -0.04 0.04
0.03 0.03 0.02
-0.08 0.07 0.09
0.12 0.23 -0.02
0.70 0.24 0.10
-0.61 -0.12 -0.09
-0.07 -0.27 -0.03
0.15 0.14 0.03
0.00 0.53 0.00
0.15 -0.43 0.34
0.07 -0.15 -0.03
-0.05 -0.06 0.23
-0.02 0.04 -0.25
-0.06 -0.02 0.05
-0.15 0.05 0.01
-0.10 -0.01 0.03
-0.03 -0.02 -0.07
-0.02 0.00 0.07
-0.01 -0.04 -0.07
0.03 0.00 -0.08
0.00 -0.05 -0.04
0.00 -0.02 0.05
-0.02 0.25 -0.01
-0.10 0.08 -0.12
0.04 -0.16 -0.03

---

(4)
Entry from the OMol25 dataset: one molecule with the formula C14H21N5O3 in a non-equilibrium geometry (ωB97M-V/def2-TZVPD).

As for the spin multiplicity: 1. Its HOMO-LUMO gap is 7.740 eV. As for the SMILES: CN1CCN(CCNC(=O)Nc2ccccc2[N+](=O)[O-])CC1. The calculation puts the HOMO energy at -8.45 eV. For the energy above the lowest of the compared OMol25 structures with the same formula, charge and spin, the calculation gives 83.72 kcal/mol. The LUMO energy is -0.026 Ha.

Last column: natural (NBO) charge in e.
Element x y z (Å)
C 0.9622 -1.1780 2.8710  -0.41
N 1.4402 -1.8922 1.7035  -0.46
C 2.1621 -3.0965 2.1001  -0.25
C 2.8380 -3.7456 0.8687  -0.23
N 2.2928 -3.2501 -0.3765  -0.44
C 2.5652 -1.8279 -0.4663  -0.23
C 2.2903 -1.0694 0.8557  -0.26
H 1.7782 -0.1255 0.6565  0.20
H 3.2397 -0.8306 1.3658  0.17
H 3.6275 -1.7319 -0.7184  0.20
H 2.0024 -1.3970 -1.2902  0.21
C 0.9301 -3.7435 -0.5797  -0.22
H 0.4120 -3.8858 0.3780  0.18
C 0.0227 -2.8932 -1.4537  -0.23
N -0.3936 -1.6969 -0.7479  -0.64
C -0.6488 -0.5567 -1.4254  0.79
O -0.6678 -0.4861 -2.6353  -0.65
N -0.9031 0.5127 -0.5625  -0.65
C -1.2449 1.7994 -0.8702  0.29
C -1.4069 2.2229 -2.1994  -0.28
C -1.7547 3.5169 -2.5023  -0.14
C -1.9597 4.4584 -1.4942  -0.26
C -1.8070 4.0781 -0.1860  -0.14
C -1.4504 2.7639 0.1490  -0.07
N -1.3132 2.4848 1.5310  0.53
O -1.5181 3.3749 2.3308  -0.37
O -0.9841 1.3504 1.8866  -0.45
H -1.9556 4.7790 0.6211  0.25
H -2.2340 5.4720 -1.7384  0.22
H -1.8711 3.8041 -3.5362  0.22
H -1.2503 1.4978 -2.9804  0.27
H -0.8496 0.3254 0.4389  0.43
H -0.1991 -1.6906 0.2470  0.42
H -0.8640 -3.4867 -1.7084  0.20
H 0.5061 -2.6061 -2.3918  0.22
H 1.0334 -4.7283 -1.0522  0.20
H 3.9070 -3.5182 0.8657  0.20
H 2.7252 -4.8308 0.9001  0.21
H 1.4402 -3.7805 2.5555  0.20
H 2.9277 -2.8664 2.8610  0.17
H 1.7825 -0.8542 3.5284  0.17
H 0.3961 -0.2999 2.5671  0.22
H 0.3054 -1.8352 3.4404  0.20

Atomic forces in eV per Å
-0.03 -0.01 0.00
0.11 0.04 0.06
-0.12 -0.17 -0.04
0.06 -0.01 -0.04
-0.13 -0.01 -0.03
0.20 0.13 -0.04
0.02 -0.03 -0.11
0.04 0.03 0.02
-0.05 0.05 0.03
-0.09 0.10 -0.02
0.04 0.01 -0.01
-0.05 -0.12 -0.17
-0.01 -0.07 -0.01
0.03 -0.17 -0.12
0.04 -0.25 0.14
-0.19 0.15 0.31
0.03 0.03 -0.44
0.16 -0.46 0.51
-0.02 0.24 0.16
0.00 -0.05 -0.20
0.01 0.00 0.26
0.00 0.00 -0.01
0.02 -0.07 0.12
-0.18 0.42 -1.40
0.08 -0.04 0.94
0.02 -0.06 0.07
-0.04 -0.02 0.15
0.00 0.00 -0.03
-0.02 0.10 0.01
0.00 -0.01 -0.11
0.00 0.00 0.02
-0.05 0.13 -0.42
0.06 0.07 0.00
0.18 0.00 -0.06
-0.04 -0.05 0.09
-0.20 0.06 0.07
0.01 -0.07 0.05
0.08 0.01 0.05
0.07 0.03 0.05
-0.07 0.01 -0.01
0.02 0.01 0.02
0.03 0.01 0.07
-0.03 0.02 0.08